15
Properties=species:S:1:pos:R:3:lowdin_charge:R:1 method="wB97M-V/def2-TZVPD" e_above_lowest_kcal_mol=67.86 e_tot_ev=-10880.6748 spin_multiplicity=1 homo_ha=-0.368 smiles="C=CO[C@@H](C#N)OC" gap_ha=0.402
O 0.889 1.636 0.067 -0.10
H 2.646 0.694 -0.652 0.06
H 2.312 2.312 -1.309 0.11
H 1.435 0.876 -1.924 0.10
H -2.766 -1.979 0.860 0.08
H -1.612 -0.830 1.898 0.07
N 1.528 -1.686 0.827 0.19
H -0.590 0.847 1.183 0.15
H -2.100 -1.288 -1.025 0.10
C 0.808 -0.789 0.688 -0.13
C 1.851 1.313 -0.994 -0.07
C 0.073 0.493 0.407 -0.38
O -0.725 0.212 -0.682 -0.02
C -1.724 -0.664 -0.277 -0.19
C -2.026 -1.146 0.932 0.03